314
Properties=species:S:1:pos:R:3:forces:R:3:lowdin_charge:R:1 method="wB97M-V/def2-TZVPD" homo_ha=-0.287 gap_ev=8.387 total_charge=0 fmax_ev_per_a=4.5 e_tot_ha=-6909.88474 smiles="CC1(C)CCCC(C)(C)N1O.CC1(C)CCCC(C)(C)N1O.CC1(C)CCCC(C)(C)N1O.CC1(C)CCCC(C)(C)N1O.CC1(C)CCCC(C)(C)N1O.CC1(C)CCCC(C)(C)N1O.CC1(C)CCCC(C)(C)N1O.CCOP(=O)(OCC)OCC.CCOP(=O)(OCC)OCC.CCOP(=O)(OCC)OCC.CCOP(=O)(OCC)OCC"
C 5.805 4.555 -1.669 -1.2 0.9 -0.6 -0.0487
C 6.323 3.137 -1.938 0.8 0.4 -0.1 -0.5175
C 7.786 3.351 -2.395 -0.2 0.7 -1.1 -0.1452
C 8.596 2.074 -2.486 0.2 0.9 -1.0 -0.2098
C 8.557 1.352 -1.204 1.2 1.3 3.6 -0.1563
C 7.150 1.220 -0.501 1.0 -0.8 -1.0 -0.4847
N 6.366 2.451 -0.657 1.7 0.1 0.1 -0.1029
O 5.077 2.231 -0.223 -1.2 -0.6 -0.1 -0.0312
C 6.516 0.041 -1.176 -3.1 -0.5 0.5 -0.0531
C 7.441 0.931 0.997 2.0 -0.2 -1.7 -0.0098
C 5.462 2.456 -3.045 0.6 -0.2 1.1 -0.0011
H 6.429 5.146 -0.967 0.0 -0.6 -0.5 0.0872
H 4.761 4.601 -1.226 1.0 -0.3 -0.8 0.0805
H 5.816 5.058 -2.688 -0.2 -0.2 1.3 0.0958
H 7.755 3.894 -3.399 0.1 -0.7 1.2 0.1410
H 8.282 4.030 -1.694 -0.1 0.0 0.0 0.1159
H 9.624 2.328 -2.870 -0.9 -0.6 0.5 0.1351
H 8.104 1.440 -3.180 -0.2 -0.6 -1.3 0.0866
H 9.189 1.957 -0.465 -0.6 -0.6 -0.8 0.1328
H 9.044 0.371 -1.206 -0.3 0.0 -0.2 0.1212
H 6.887 -0.908 -0.941 1.5 -1.4 0.8 0.0632
H 5.476 -0.111 -0.763 0.6 0.6 -0.8 0.0852
H 6.495 0.008 -2.255 -0.1 0.6 -0.3 0.0698
H 7.938 1.861 1.309 0.0 -0.5 0.5 0.0883
H 6.666 0.669 1.665 -1.3 0.0 0.3 0.0385
H 8.148 0.037 0.989 -0.5 1.3 0.2 0.1090
H 4.523 2.180 -2.565 -0.3 0.4 -0.5 0.0587
H 5.871 1.497 -3.386 0.2 0.5 -0.1 0.0636
H 5.407 3.172 -3.862 -0.5 -0.2 -0.2 0.0830
H 5.044 2.653 0.627 -0.3 0.2 0.9 0.0742
C 1.450 7.267 -2.144 -0.9 1.8 -0.4 -0.0313
C 0.874 6.044 -2.820 -0.1 -0.8 1.0 -0.5135
C -0.389 5.590 -2.054 0.9 -0.5 0.5 -0.1382
C -1.505 6.599 -2.211 -0.3 0.1 -0.8 -0.1605
C -1.734 6.727 -3.741 -0.2 -0.5 0.5 -0.1237
C -0.546 7.165 -4.606 -0.7 0.8 1.1 -0.4912
N 0.513 6.191 -4.251 0.2 0.5 0.0 -0.0687
O 1.685 6.488 -4.969 0.5 -0.2 -0.6 -0.0438
C -0.871 7.077 -6.101 0.4 1.5 0.6 -0.0168
C -0.155 8.651 -4.342 -0.3 -0.1 0.1 -0.0195
C 1.958 4.961 -2.709 0.3 0.6 -0.5 -0.0221
H 2.023 7.062 -1.255 -0.1 -0.4 0.5 0.0891
H 0.681 8.070 -1.957 0.9 -1.0 0.2 0.0819
H 2.163 7.720 -2.807 0.6 0.5 -0.3 0.0663
H -0.650 4.637 -2.551 -0.4 0.3 0.5 0.1026
H -0.142 5.351 -0.973 -0.2 0.3 -1.2 0.1325
H -1.358 7.605 -1.752 0.3 -0.8 -0.2 0.1148
H -2.410 6.193 -1.751 -0.1 0.1 -0.1 0.0885
H -2.548 7.386 -3.906 -0.9 0.9 -0.3 0.1045
H -2.075 5.742 -4.090 0.2 0.0 -0.1 0.1127
H 0.097 7.112 -6.574 0.2 -0.2 -0.6 0.0784
H -1.387 6.179 -6.293 -0.6 -1.1 -0.6 0.0406
H -1.443 7.976 -6.468 0.3 -1.1 0.5 0.1050
H -0.747 9.346 -4.974 0.6 -0.5 0.2 0.0894
H -0.343 8.983 -3.312 0.3 -0.2 -0.3 0.0663
H 0.917 8.706 -4.578 -0.4 0.7 0.0 0.0755
H 2.936 5.344 -3.089 -0.7 -0.4 0.4 0.0934
H 1.686 4.076 -3.257 -0.1 -0.4 -0.4 0.0633
H 2.027 4.677 -1.669 0.3 0.0 0.4 0.0711
H 2.103 7.286 -4.604 -0.2 -0.1 0.0 0.0741
C 0.386 -5.039 -1.211 -2.0 2.4 0.7 -0.0522
C 1.762 -5.415 -1.553 2.0 1.3 -1.8 -0.5190
C 1.844 -6.117 -2.945 0.6 0.2 0.6 -0.1126
C 3.302 -6.322 -3.463 -1.0 0.4 -0.1 -0.1559
C 4.025 -4.956 -3.430 -0.8 -1.2 -1.0 -0.1499
C 3.913 -4.218 -2.106 1.0 1.5 -1.2 -0.5162
N 2.516 -4.099 -1.720 -0.7 -1.0 0.1 -0.0490
O 2.494 -3.435 -0.472 2.0 -1.1 0.6 -0.0570
C 4.979 -4.736 -1.125 0.1 0.5 0.3 -0.0240
C 4.339 -2.748 -2.491 -0.5 0.6 0.8 -0.0297
C 2.318 -6.279 -0.477 1.3 0.0 0.0 -0.0286
H -0.281 -5.872 -1.229 -0.5 -0.7 -0.4 0.0778
H 0.039 -4.202 -1.863 0.0 -0.9 0.0 0.0953
H 0.197 -4.572 -0.203 0.8 -0.6 -0.6 0.0963
H 1.335 -7.066 -2.816 -0.1 -0.4 -0.2 0.1155
H 1.307 -5.556 -3.715 -0.1 0.1 0.4 0.0817
H 3.150 -6.722 -4.521 0.8 0.3 1.4 0.1284
H 3.878 -6.988 -2.814 -0.3 -0.5 -0.4 0.0915
H 3.518 -4.376 -4.221 0.6 0.2 0.2 0.1103
H 5.102 -5.111 -3.635 -0.5 0.3 -0.2 0.1266
H 4.975 -4.107 -0.206 0.0 -0.7 -0.5 0.0859
H 5.017 -5.811 -0.927 -0.6 0.2 0.3 0.0730
H 5.916 -4.574 -1.659 0.2 0.3 0.2 0.0774
H 5.367 -2.607 -2.824 0.1 -0.7 -0.4 0.0768
H 3.640 -2.331 -3.268 0.6 -0.3 0.9 0.0843
H 4.353 -2.122 -1.570 -0.6 -0.2 -0.6 0.0531
H 3.090 -6.988 -0.817 -0.4 0.3 0.4 0.0874
H 1.466 -6.748 -0.108 -1.2 -1.7 0.9 0.0590
H 2.658 -5.666 0.348 0.4 0.2 0.1 0.0851
H 1.749 -2.867 -0.438 -1.7 1.0 -0.4 0.0115
C -2.746 -2.129 -6.156 1.7 -1.9 1.5 -0.0056
C -1.256 -2.240 -5.595 -1.4 -0.9 1.0 -0.4635
C -0.848 -3.722 -5.819 1.4 0.9 0.9 -0.1326
C 0.658 -3.891 -5.566 0.2 1.8 -2.6 -0.1482
C 1.347 -2.915 -6.620 2.1 -0.3 1.6 -0.1200
C 1.026 -1.430 -6.399 0.1 -0.5 0.3 -0.5123
N -0.442 -1.404 -6.448 -0.4 1.6 -0.6 -0.0592
O -0.922 -0.037 -6.242 1.2 -1.1 0.2 -0.0741
C 1.686 -0.844 -5.119 -0.2 -0.9 0.2 -0.0273
C 1.622 -0.638 -7.578 0.5 -1.5 0.0 -0.0278
C -1.237 -1.890 -4.052 0.9 0.2 -0.7 -0.0102
H -3.211 -3.116 -6.075 0.1 -0.1 -0.2 0.0788
H -2.675 -1.883 -7.176 -0.3 0.7 -1.2 0.0712
H -3.359 -1.544 -5.533 -0.7 1.5 0.3 0.0601
H -1.388 -4.397 -5.195 -0.8 -0.3 0.7 0.1058
H -1.086 -3.954 -6.831 0.0 -0.3 -0.9 0.1087
H 1.051 -4.883 -5.740 -0.1 -0.4 0.1 0.0950
H 0.970 -3.535 -4.590 -0.1 -0.2 0.3 0.0717
H 1.243 -3.088 -7.678 -1.0 -0.7 -0.3 0.1003
H 2.465 -3.028 -6.551 -0.7 0.2 0.4 0.1235
H 2.782 -0.826 -5.333 -0.8 0.3 0.6 0.0950
H 1.237 0.120 -4.886 0.4 0.3 -0.3 0.0465
H 1.469 -1.433 -4.205 0.4 0.0 -0.6 0.0598
H 1.329 -1.093 -8.543 0.2 0.3 0.4 0.0940
H 1.236 0.328 -7.498 -0.6 1.8 -0.2 0.0436
H 2.733 -0.565 -7.483 -0.8 -0.3 -0.2 0.0968
H -1.224 -0.799 -3.872 0.1 -0.4 -0.4 0.0672
H -0.305 -2.322 -3.585 -1.3 0.3 -0.1 0.0651
H -2.170 -2.228 -3.597 0.3 -0.4 0.2 0.0772
H -1.756 0.045 -6.730 0.1 0.1 -0.2 0.0352
C -2.623 0.455 -1.122 -1.2 -0.5 0.4 -0.0117
C -3.361 1.751 -0.724 2.4 1.0 -0.5 -0.5283
C -4.693 1.457 -0.161 -1.0 -1.6 -0.7 -0.1372
C -5.325 2.549 0.654 -1.8 -0.2 -1.1 -0.1827
C -4.496 2.990 1.813 -1.3 -0.9 -1.3 -0.1616
C -3.184 3.388 1.264 0.8 1.8 1.0 -0.4961
N -2.620 2.384 0.338 0.9 0.3 2.4 -0.0518
O -1.365 2.885 -0.089 0.2 -0.1 -0.3 -0.0253
C -3.288 4.810 0.680 0.5 -0.6 -2.2 -0.0185
C -2.318 3.498 2.543 0.9 0.7 -0.6 -0.0348
C -3.307 2.572 -2.023 0.3 -2.5 -1.3 -0.0111
H -3.154 -0.023 -1.941 0.0 0.0 -0.2 0.0938
H -2.525 -0.287 -0.347 -0.6 -0.1 0.6 0.0592
H -1.607 0.579 -1.375 1.0 0.8 -0.8 0.0384
H -5.267 1.116 -1.061 -0.2 0.3 1.0 0.1418
H -4.538 0.579 0.479 -0.3 0.0 0.0 0.1246
H -6.297 2.219 1.021 -0.1 -0.2 -0.1 0.1130
H -5.567 3.376 -0.023 0.1 0.2 0.1 0.1180
H -4.403 2.148 2.502 -0.1 0.3 0.3 0.1063
H -5.039 3.856 2.189 0.4 -0.1 0.8 0.1321
H -3.737 4.832 -0.343 -0.2 -0.1 0.9 0.0760
H -3.790 5.487 1.330 -0.5 0.5 0.5 0.0774
H -2.308 5.214 0.457 0.5 0.0 0.3 0.0618
H -2.219 2.504 2.940 0.3 -0.4 0.5 0.0666
H -1.378 3.939 2.279 1.1 -0.4 -0.3 0.0607
H -2.580 4.220 3.340 -1.1 -0.4 -0.5 0.0935
H -2.259 2.488 -2.431 -1.2 0.3 0.3 0.0882
H -3.629 3.568 -2.037 -0.4 1.5 0.4 0.0426
H -3.994 1.993 -2.688 0.6 0.6 -0.1 0.0980
H -0.719 2.267 0.290 -0.1 0.0 -0.1 0.0686
C 1.692 -6.766 4.550 0.7 0.2 0.0 -0.0219
C 1.163 -5.437 5.050 -0.9 0.4 -0.5 -0.5111
C 0.299 -4.758 3.975 -0.7 -0.8 1.2 -0.1352
C -1.014 -5.489 3.876 0.0 0.0 -2.4 -0.2044
C -1.760 -5.342 5.156 -1.5 1.8 -0.7 -0.1535
C -1.001 -5.995 6.267 -1.3 -1.2 0.5 -0.5285
N 0.345 -5.483 6.310 1.0 0.1 -1.2 -0.0770
O 1.082 -6.139 7.289 0.8 0.8 1.7 -0.0351
C -1.666 -5.601 7.603 1.9 -0.3 -0.9 -0.0007
C -1.052 -7.503 6.063 0.3 -0.6 1.9 -0.0187
C 2.337 -4.539 5.364 0.3 0.0 -1.0 -0.0307
H 2.358 -7.140 5.323 0.4 -0.4 -0.2 0.0844
H 2.247 -6.551 3.636 0.4 -0.1 0.1 0.0930
H 1.010 -7.545 4.269 -0.6 -0.2 0.1 0.0614
H -0.075 -3.856 4.422 0.7 1.3 -0.2 0.0921
H 0.767 -4.633 3.008 0.5 0.1 0.0 0.1205
H -0.839 -6.549 3.696 -0.1 -0.1 -0.3 0.1011
H -1.523 -5.105 2.942 0.0 -0.4 1.2 0.1175
H -2.792 -5.701 4.961 0.5 -0.2 0.8 0.1101
H -1.907 -4.245 5.429 0.3 -1.0 -0.5 0.1328
H -1.520 -4.539 7.652 -0.5 0.6 0.3 0.0725
H -2.652 -5.956 7.715 -1.3 -0.1 -0.1 0.0743
H -1.062 -6.041 8.364 0.3 -0.2 0.8 0.0699
H -0.670 -7.913 5.188 0.5 0.0 -2.0 0.0358
H -0.458 -8.080 6.787 -0.3 0.4 0.4 0.0914
H -2.043 -7.884 6.130 -1.0 -0.1 0.3 0.0865
H 1.908 -3.583 5.655 0.4 0.2 0.3 0.0835
H 2.967 -4.410 4.450 -0.4 0.0 0.7 0.0971
H 2.930 -5.014 6.132 0.3 0.3 0.4 0.0770
H 1.246 -7.080 7.167 -0.5 -0.3 -0.9 0.0866
C 1.302 2.105 3.218 -0.7 -0.7 1.2 -0.0128
C 2.389 3.169 2.987 -0.5 1.2 1.2 -0.4693
C 2.030 4.458 3.787 0.6 -1.3 0.5 -0.1382
C 2.228 4.268 5.269 0.0 0.4 2.0 -0.1753
C 3.625 3.743 5.729 -0.5 -0.7 -1.9 -0.0904
C 4.002 2.473 4.915 0.4 0.2 -1.4 -0.4902
N 3.736 2.807 3.483 0.1 0.3 -1.1 -0.0656
O 4.260 1.806 2.614 0.2 0.1 0.1 -0.0564
C 5.531 2.188 4.974 0.6 0.6 0.7 -0.0388
C 3.327 1.194 5.397 1.2 -1.2 0.5 -0.0380
C 2.410 3.608 1.532 2.5 -1.4 -1.3 -0.0288
H 0.862 2.224 4.254 0.3 0.0 -1.2 0.0745
H 1.551 1.016 3.196 0.4 1.0 -0.2 0.0708
H 0.506 2.225 2.482 -0.1 0.1 0.1 0.0659
H 2.606 5.250 3.379 0.9 0.8 -0.2 0.1066
H 1.015 4.768 3.683 -1.0 -0.1 -0.6 0.1059
H 1.449 3.579 5.604 0.0 -0.2 0.2 0.0792
H 1.949 5.212 5.804 0.5 -0.6 -0.4 0.1222
H 3.782 3.511 6.782 -0.4 0.3 0.1 0.1200
H 4.351 4.457 5.367 0.4 0.5 0.3 0.1095
H 6.260 3.007 4.780 -1.1 0.0 -0.6 0.0926
H 5.855 1.955 6.007 -0.5 -0.6 -0.4 0.0868
H 5.721 1.395 4.248 0.3 -0.1 0.5 0.0683
H 3.579 0.209 4.898 -0.4 1.4 -0.2 0.1066
H 3.862 1.050 6.317 0.0 -0.3 1.0 0.0686
H 2.292 1.227 5.661 -0.8 0.2 -0.2 0.0545
H 2.602 2.732 0.888 0.1 0.1 0.2 0.0739
H 3.212 4.331 1.229 -0.5 -0.4 0.8 0.1070
H 1.501 3.963 1.138 -1.5 0.7 0.1 0.0600
H 3.605 1.100 2.524 -0.3 -0.1 0.1 0.0661
C -2.396 3.918 -10.731 -2.3 0.7 -0.7 -0.0607
C -2.404 3.057 -9.546 -0.9 0.3 0.9 -0.2584
O -3.012 3.701 -8.393 -0.1 0.3 -0.5 -0.1807
P -3.077 2.847 -7.057 0.2 -1.6 -0.1 0.3882
O -2.766 1.394 -7.234 -1.2 1.8 -0.3 -0.2237
O -2.105 3.515 -6.034 1.1 0.3 0.7 -0.1740
C -0.654 3.207 -6.076 -0.5 -0.3 0.0 -0.1894
C -0.199 2.484 -4.847 -0.5 0.1 1.1 -0.0689
O -4.491 3.270 -6.549 -0.6 -1.3 0.5 -0.1633
C -4.792 4.379 -5.654 0.3 -0.8 -2.1 -0.2059
C -4.454 5.576 -6.458 1.0 1.7 0.3 -0.0649
H -1.911 4.827 -10.485 0.7 1.0 -0.3 0.0706
H -2.079 3.471 -11.661 0.8 -0.3 0.1 0.0829
H -3.455 4.158 -10.987 0.5 0.1 0.4 0.0987
H -2.989 2.200 -9.672 -0.5 -1.6 -0.5 0.1032
H -1.466 2.834 -9.174 2.3 -0.9 0.0 0.0905
H -0.438 2.618 -6.958 -0.1 -0.1 -0.2 0.1058
H -0.180 4.152 -6.112 0.5 1.0 -0.3 0.0905
H -0.266 3.145 -3.955 0.1 -0.4 -0.5 0.0578
H -0.821 1.610 -4.708 -0.2 -0.2 0.2 0.0584
H 0.817 2.092 -4.930 0.1 0.4 -0.2 0.0764
H -5.809 4.262 -5.432 -1.5 -0.1 0.3 0.1071
H -4.236 4.203 -4.796 1.2 0.2 1.7 0.0811
H -3.550 5.283 -7.011 -0.4 0.9 0.1 0.0514
H -5.227 5.875 -7.161 -0.1 -0.2 -0.1 0.0885
H -4.207 6.462 -5.838 -0.2 -0.4 -0.2 0.0861
C -0.144 -0.465 7.313 -1.6 0.1 1.6 -0.0506
C -1.672 -0.680 7.141 0.0 -0.9 0.2 -0.2264
O -2.240 -0.225 5.896 -0.2 1.2 -0.9 -0.2288
P -3.711 0.409 5.788 -0.5 -0.9 -1.1 0.3989
O -4.178 0.594 4.386 0.9 -0.4 1.1 -0.2332
O -4.645 -0.526 6.684 0.6 1.3 -0.3 -0.1581
C -5.109 -1.739 6.129 0.4 -1.6 1.4 -0.2957
C -5.574 -2.545 7.304 -0.4 -1.4 1.6 -0.0662
O -3.710 1.692 6.666 0.7 2.0 0.2 -0.1617
C -3.160 2.936 6.048 -0.2 -0.1 -1.3 -0.1990
C -1.648 3.097 6.107 -0.2 -0.4 -1.9 -0.0766
H 0.326 -0.616 6.384 0.9 0.3 -1.2 0.0461
H 0.066 0.478 7.852 0.1 -0.2 -0.9 0.0807
H 0.241 -1.235 8.001 -0.3 0.0 -0.3 0.0831
H -1.868 -1.776 7.020 0.1 0.7 1.1 0.1211
H -2.205 -0.149 7.950 0.1 -0.8 -0.1 0.1222
H -5.902 -1.650 5.462 -1.2 0.8 -1.3 0.0650
H -4.324 -2.295 5.648 0.6 -0.1 -0.5 0.1042
H -6.386 -2.035 7.859 0.6 0.1 -0.2 0.0844
H -6.031 -3.553 7.080 0.8 1.0 -0.3 0.0891
H -4.707 -2.714 7.999 -0.9 0.1 -0.5 0.0908
H -3.418 2.941 4.958 -0.2 -0.3 1.0 0.0866
H -3.667 3.816 6.483 0.1 -0.8 0.2 0.1281
H -1.409 3.967 5.473 -0.2 -0.1 0.2 0.0782
H -1.286 3.321 7.067 0.6 0.0 1.4 0.0575
H -1.085 2.277 5.598 -0.6 0.3 0.7 0.0775
C -6.931 -1.173 3.046 -1.1 0.6 1.5 -0.0830
C -6.852 -2.566 2.457 1.9 1.3 0.1 -0.2396
O -6.079 -3.362 3.397 1.4 -1.2 -0.4 -0.1988
P -5.899 -4.965 3.201 -2.8 2.6 -2.3 0.3937
O -4.905 -5.701 3.921 1.6 -0.6 1.5 -0.1925
O -7.409 -5.360 3.499 0.0 0.3 -0.3 -0.1804
C -7.666 -6.331 4.475 -0.9 -0.3 1.4 -0.2707
C -8.921 -5.956 5.344 1.3 -1.1 0.0 -0.0490
O -5.830 -5.118 1.628 0.2 0.6 0.1 -0.1965
C -5.423 -6.331 0.934 -1.0 0.3 0.9 -0.2443
C -3.942 -6.335 0.803 -0.5 0.7 -1.9 -0.0687
H -7.511 -1.247 4.016 0.6 0.1 -0.9 0.0939
H -6.004 -0.647 3.298 0.1 -0.5 -0.3 0.0530
H -7.535 -0.492 2.430 0.2 -0.3 -0.2 0.0799
H -7.838 -2.948 2.464 -0.9 -0.7 -0.7 0.1017
H -6.321 -2.499 1.474 -0.7 -0.6 0.7 0.1335
H -7.763 -7.270 3.934 -0.4 -0.3 0.3 0.1163
H -6.778 -6.407 5.109 -0.2 -0.2 0.2 0.0995
H -8.784 -5.017 5.875 -0.1 0.4 -0.5 0.0673
H -9.855 -6.029 4.801 -0.1 0.3 -0.2 0.0664
H -8.979 -6.678 6.170 0.0 -0.1 -0.3 0.0720
H -5.839 -7.176 1.500 0.1 0.0 -0.4 0.1238
H -5.903 -6.196 -0.026 -0.2 -0.5 -0.2 0.1194
H -3.772 -5.505 0.079 0.6 -0.1 1.0 0.0999
H -3.514 -6.219 1.776 0.8 0.0 0.3 0.0525
H -3.628 -7.196 0.224 0.3 -0.5 0.4 0.0817
C -1.973 -1.852 3.296 0.5 -0.2 2.1 -0.0555
C -1.706 -0.693 2.344 0.1 0.2 0.8 -0.1731
O -0.235 -0.397 2.271 -1.0 -1.1 0.1 -0.1767
P 0.592 -0.697 0.972 1.8 0.4 0.1 0.4185
O 0.325 -1.813 0.035 -0.2 -0.3 1.2 -0.2173
O 2.144 -0.614 1.508 -2.5 -0.1 -1.5 -0.2015
C 2.761 -1.774 2.055 0.4 0.1 0.7 -0.2706
C 4.196 -1.685 1.671 0.7 -1.1 0.5 -0.0495
O 0.467 0.653 0.211 0.9 1.5 -1.6 -0.2055
C 0.918 0.623 -1.257 -1.4 0.3 0.9 -0.1853
C 2.371 0.545 -1.507 0.8 0.3 -1.0 -0.0552
H -1.311 -1.651 4.207 -0.6 -0.4 -1.3 0.0831
H -2.991 -1.848 3.821 1.1 0.1 -1.5 0.0820
H -1.734 -2.868 2.920 -0.2 0.7 0.0 0.0661
H -2.049 -0.824 1.332 -0.2 -0.2 -0.1 0.0769
H -2.185 0.201 2.775 0.4 -0.2 -0.3 0.0981
H 2.619 -1.571 3.102 0.2 -0.8 0.9 0.1089
H 2.354 -2.748 1.789 -0.5 0.3 -0.3 0.1056
H 4.783 -2.544 2.042 -0.3 0.3 -0.1 0.1028
H 4.344 -1.618 0.618 -0.2 -0.2 -1.0 0.0426
H 4.606 -0.788 2.056 0.6 0.9 0.6 0.0480
H 0.384 -0.259 -1.577 0.0 0.0 -0.7 0.0870
H 0.525 1.537 -1.710 -0.4 -0.2 0.3 0.1162
H 2.819 -0.240 -0.908 0.3 -0.4 -0.5 0.0629
H 2.497 0.458 -2.641 -0.1 -0.5 1.5 0.1098
H 2.916 1.454 -1.272 -0.1 0.3 0.3 0.0511